Density functional theory data (the ωB97M-V functional and the def2-TZVPD basis) for a molecular structure, C47H51AsBrI2MnN4O3S in a non-equilibrium geometry.

Atoms and positions in Å:
Mn  -15.032  -14.210  8.401
C  -10.918  -14.210  10.637
C  -11.520  -15.561  10.358
N  -11.008  -16.688  10.772
C  -11.335  -17.805  10.177
C  -12.148  -17.912  9.003
C  -12.239  -19.260  8.364
O  -12.340  -19.159  6.992
C  -12.838  -16.795  8.647
C  -13.792  -16.816  7.535
N  -14.686  -15.931  7.321
C  -15.443  -16.017  6.078
C  -16.096  -17.187  5.732
C  -16.769  -17.235  4.517
C  -16.767  -16.131  3.670
C  -16.068  -14.964  4.021
C  -15.383  -14.926  5.222
I  -14.185  -13.373  5.958
C  -12.629  -15.566  9.386
O  -13.187  -14.472  9.183
H  -10.232  -14.349  11.486
H  -11.660  -13.394  10.750
H  -10.249  -13.939  9.794
H  -10.958  -18.733  10.644
H  -13.114  -19.800  8.757
H  -11.328  -19.831  8.612
H  -12.099  -19.956  6.505
H  -13.699  -17.620  6.821
H  -16.064  -18.018  6.430
H  -17.328  -18.122  4.226
H  -17.269  -16.150  2.709
H  -16.021  -14.111  3.349
C  -17.355  -9.257  13.148
C  -15.916  -8.868  12.771
C  -15.354  -9.556  11.534
C  -15.283  -11.085  11.664
N  -16.536  -11.759  11.306
C  -16.852  -12.126  10.075
S  -15.645  -12.001  8.805
N  -18.074  -12.512  9.821
C  -18.709  -12.691  8.528
C  -19.502  -11.448  8.087
C  -20.738  -11.219  8.951
C  -21.871  -12.135  8.546
H  -17.807  -8.647  13.932
H  -17.374  -10.302  13.510
H  -18.077  -9.156  12.311
H  -15.279  -9.094  13.617
H  -15.820  -7.802  12.603
H  -14.343  -9.184  11.317
H  -15.943  -9.303  10.630
H  -15.066  -11.341  12.705
H  -14.502  -11.536  11.057
H  -17.323  -11.582  11.934
H  -18.722  -12.561  10.571
H  -19.385  -13.553  8.576
H  -17.936  -12.903  7.793
H  -19.781  -11.566  7.015
H  -18.777  -10.613  8.138
H  -21.064  -10.188  8.863
H  -20.480  -11.371  10.021
H  -22.054  -11.954  7.481
H  -22.770  -12.015  9.134
H  -21.547  -13.161  8.598
O  -16.159  -14.931  9.668
As  -16.496  -15.937  11.019
C  -15.034  -15.740  12.196
C  -14.687  -16.800  13.021
C  -13.715  -16.584  13.988
C  -13.197  -15.315  14.140
C  -13.570  -14.256  13.304
C  -14.469  -14.473  12.270
C  -18.134  -15.150  11.715
C  -18.072  -14.496  12.945
C  -19.153  -13.709  13.346
C  -20.276  -13.626  12.558
C  -20.365  -14.364  11.383
C  -19.282  -15.111  10.936
C  -16.725  -17.784  10.505
C  -17.983  -18.362  10.577
C  -18.126  -19.714  10.330
C  -17.012  -20.502  10.024
C  -15.787  -19.893  9.895
C  -15.598  -18.536  10.145
H  -15.196  -17.759  12.890
H  -13.434  -17.405  14.662
H  -12.505  -15.133  14.947
H  -13.177  -13.272  13.458
H  -14.780  -13.697  11.607
H  -17.171  -14.574  13.551
H  -19.100  -13.218  14.289
H  -21.097  -13.014  12.847
H  -21.275  -14.380  10.809
H  -19.347  -15.685  10.004
H  -18.820  -17.766  10.894
H  -19.108  -20.161  10.471
H  -17.132  -21.587  9.904
H  -14.907  -20.499  9.646
H  -14.612  -18.094  10.064
Br  -8.463  -10.179  7.271
C  -10.126  -9.459  6.730
C  -10.047  -8.262  6.002
C  -11.203  -7.589  5.666
C  -12.426  -8.119  6.023
C  -12.503  -9.330  6.728
C  -11.347  -9.991  7.078
I  -11.489  -11.817  8.060
H  -9.082  -7.862  5.721
H  -11.129  -6.688  5.111
H  -13.339  -7.605  5.747
H  -13.475  -9.718  7.032

## Properties
2S+1: 4
total charge: +3
DFT total energy: -250881.8255 eV
lowest unoccupied orbital energy (alpha / beta): -0.309 / -0.427 hartree

Mulliken population analysis, charges in e, atoms 1 to 5: 0.496 -1.077 0.087 -0.524 -1.073